[1]
5
Properties=species:S:1:pos:R:3 method="wB97M-V/def2-TZVPD" e_homo_ev=-9.2 energy_ha=-101.79076 de_lowest_kcal_mol=64.79 lumo_ev=0.45
B -0.38834 -0.09881 -0.03650
O 0.88344 0.11732 -0.08642
H -0.74019 -1.20518 -0.02963
H -1.31381 1.75204 0.13038
H 1.55890 -0.56537 0.02217

---

[2]
119
Properties=species:S:1:pos:R:3 method="wB97M-V/def2-TZVPD" e_homo_ev=-4.0 energy_ha=-7626.64511 lumo_ev=2.11 total_charge=-1
Yb 0.49153 0.36656 -3.89467
C 2.60476 -2.02265 4.48643
C 2.17549 -2.47496 3.10905
C 2.80402 -3.86461 2.85746
C 0.67945 -2.60615 3.15057
P 2.44069 -1.16153 1.69609
C 2.67247 0.48127 2.64307
N 1.45667 1.20032 2.87882
B 0.41791 1.62246 1.96978
N -0.75686 1.80185 2.75366
C -2.08209 2.26219 2.22639
P -2.86653 1.13398 0.93974
C -4.21998 2.37351 0.51855
C -3.57400 3.40316 -0.42235
C -5.30077 1.67110 -0.31314
C -4.84418 3.08827 1.70711
C -3.64603 -0.27637 1.98735
C -4.24354 -1.30989 0.99927
C -2.51346 -0.93904 2.79155
C -4.76923 0.10689 2.97336
C -0.47204 1.56221 4.09457
C -1.26729 1.60994 5.25475
C -0.62830 1.50767 6.49344
C 0.75127 1.27860 6.59885
C 1.52934 1.17866 5.41135
C 0.89453 1.27591 4.19361
C 4.21589 -1.40192 0.98996
C 4.26230 -2.74260 0.23772
C 4.26454 -0.20687 -0.01654
C 5.43103 -1.30589 1.91986
H 2.23106 -2.81246 5.20829
H 3.66357 -1.90211 4.54134
H 2.14958 -1.11760 4.81354
H 2.50547 -4.53251 3.64868
H 2.47854 -4.26261 1.87897
H 3.89258 -3.86258 2.84608
H 0.33843 -3.22431 3.97807
H 0.26613 -1.60114 3.25517
H 0.33773 -3.00492 2.19896
H 3.13899 0.19055 3.56798
H 3.39658 1.13733 2.16091
H -2.73824 2.45809 3.08772
H -1.94986 3.25690 1.77524
H -3.20544 2.89544 -1.30087
H -4.29436 4.17106 -0.69742
H -2.76770 3.96515 0.05526
H -4.88098 0.99590 -1.04591
H -5.95163 1.04859 0.34279
H -5.92506 2.41194 -0.84077
H -4.13120 3.69498 2.27641
H -5.57221 3.77669 1.26298
H -5.35999 2.42583 2.40444
H -3.45066 -1.63999 0.30737
H -4.61276 -2.22077 1.45783
H -5.04410 -0.86033 0.38125
H -1.68862 -1.18156 2.11502
H -2.10273 -0.27908 3.55731
H -2.86723 -1.84557 3.29143
H -5.51747 0.63834 2.42799
H -5.19677 -0.78833 3.41378
H -4.33219 0.72237 3.78275
H -2.31572 1.82843 5.15222
H -1.27380 1.51183 7.36630
H 1.29989 1.17030 7.57149
H 2.61410 1.05684 5.44971
H 3.34309 -2.94379 -0.33813
H 5.02361 -2.71642 -0.54288
H 4.49693 -3.56792 0.92503
H 3.27348 -0.16727 -0.48405
H 4.52792 0.74353 0.48813
H 5.07847 -0.36916 -0.73581
H 5.44596 -2.12739 2.64295
H 6.38601 -1.39059 1.40068
H 5.50629 -0.33569 2.41613
C -0.98558 -3.62910 -1.98789
C -2.36538 -3.48699 -1.91981
C -2.97769 -2.39230 -2.44738
C -2.20663 -1.38463 -3.01118
N -0.83749 -1.46215 -2.98188
C -0.28876 -2.59201 -2.52618
C -2.81706 -0.12947 -3.53829
C -4.20590 -0.00757 -3.62321
C -4.81609 1.17183 -3.96891
C -4.01415 2.24119 -4.36086
C -2.61755 2.09747 -4.32749
C -1.95307 0.95595 -3.85864
H -0.46920 -4.48467 -1.55205
H -2.94677 -4.27130 -1.42521
H -4.03745 -2.27241 -2.30742
H 0.77402 -2.63021 -2.59597
H -4.86882 -0.83036 -3.41316
H -5.90004 1.27992 -3.96337
H -4.53029 3.16993 -4.69790
H -1.96357 2.92618 -4.72041
O 2.33951 3.31271 0.65212
C 1.53089 2.70083 0.02857
O 0.59462 1.91704 0.63093
C 1.45579 2.84204 -1.55570
O 1.80218 4.00585 -1.96799
O 1.06171 1.84854 -2.15931
Cl 1.35075 1.00525 -6.41273
Ge 2.53157 4.71856 -3.83092
Cl 3.38178 6.39946 -2.49792
Cl 4.43547 3.44793 -3.95885
C 4.59060 -0.20858 -6.57657
N 3.88192 -1.13932 -5.71713
C 3.12183 -2.22442 -6.32186
C 2.22836 -2.67729 -5.16774
O 1.50160 -3.64738 -5.22705
N 2.34762 -1.76185 -4.13503
C 3.20394 -0.85916 -4.58768
N 3.29881 0.33650 -3.96086
H 4.98039 -0.75814 -7.43397
H 5.33415 0.33972 -6.01396
H 3.82456 0.52129 -6.94194
H 3.77971 -3.00965 -6.72119
H 2.48683 -1.84478 -7.14615
H 3.18300 0.34219 -2.97958
H 3.65662 1.16524 -4.47029

---

[3]
24
Properties=species:S:1:pos:R:3 method="wB97M-V/def2-TZVPD" e_homo_ev=-8.4 energy_ha=-1140.33191 lumo_ev=0.35
C -1.99282 -1.74188 1.77842
O -1.06497 -2.62309 1.23959
C -2.38319 -0.65189 0.78270
O -1.17418 -0.17916 0.19274
C -1.20160 0.99123 -0.61059
O 1.91366 -1.57390 -0.90390
C 3.23490 -1.17361 -0.90574
Ca 0.22203 -1.82074 0.09013
H -1.59987 -1.24415 2.68983
H -2.92867 -2.25083 2.08288
H -2.90190 0.18798 1.27003
H -3.00019 -1.06782 -0.03180
H -1.69497 1.78124 -0.02173
H -1.79343 0.75832 -1.51035
H 3.93830 -2.01799 -0.76459
H 3.49142 -0.70349 -1.87609
H 3.45438 -0.42911 -0.11388
C 0.23259 1.44023 -1.02700
H 0.80954 0.59156 -1.42201
H 0.07730 2.05194 -1.92787
C 0.95103 2.25907 0.03595
H 1.90570 1.80555 0.33966
H 1.16732 3.27084 -0.33187
H 0.33761 2.33968 0.94551

---

[4]
78
Properties=species:S:1:pos:R:3 method="wB97M-V/def2-TZVPD" e_homo_ev=-8.0 energy_ha=-3225.00684 lumo_ev=-1.11 smiles="CCOB(O)c1c(CCCI)ccc2c1N(Cc1ccc(C)cc1)c1c(Cl)c(CC(=O)N(C)C)c(N=C=S)c(CN)c1S2"
C 0.46100 -1.38160 6.31613
C 1.05392 -2.08224 4.95595
O 1.52507 -1.14110 3.92581
B 0.42631 -0.33936 3.35221
O -0.94254 -0.89804 3.40232
C 0.58139 1.17648 2.69179
C 1.47299 2.25466 3.60839
C 2.19713 1.84171 5.04555
C 3.67615 1.24530 4.66463
C 4.24653 0.09460 5.68387
I 5.06741 -1.51041 4.39487
C 1.71967 3.83766 3.13305
C 1.02628 4.27739 1.71297
C 0.16579 3.21357 0.81024
C -0.09273 1.61392 1.22491
N -0.86750 0.62902 0.36536
C -2.34798 0.90952 0.50027
C -3.29568 -0.41706 0.67181
C -2.79346 -1.94687 0.98565
C -3.87575 -3.20406 1.18271
C -5.52947 -2.99513 1.07660
C -6.59728 -4.24037 1.31482
C -6.01046 -1.44671 0.71119
C -4.93193 -0.19308 0.51729
C -0.50308 0.74485 -1.10789
C -0.24912 -0.61144 -2.05311
Cl -0.33233 -2.35878 -1.40730
C 0.10211 -0.46083 -3.68030
C 0.31054 -1.79510 -4.64948
C 1.88446 -2.25634 -4.62272
O 2.34055 -3.13340 -3.71309
N 2.79679 -1.59823 -5.67627
C 3.75265 -0.64765 -4.96714
C 3.55624 -2.64222 -6.46640
C 0.25755 1.00582 -4.44126
N 0.60973 1.17646 -5.90699
C -0.53029 1.50738 -6.65008
S -1.83710 1.42162 -7.76332
C 0.00708 2.33775 -3.51525
C 0.10616 3.83494 -4.25419
N -1.26259 4.42123 -4.56988
C -0.36705 2.19167 -1.92591
S -0.65143 3.73564 -0.83644
H -0.53072 -0.77633 6.17247
H 1.25363 -0.72919 6.91186
H 0.18856 -2.27803 7.05560
H 0.31776 -2.90316 4.49892
H 2.01399 -2.70419 5.29611
H -1.52810 -0.10956 3.68297
H 2.37913 2.83806 5.67420
H 1.54216 1.14601 5.72087
H 3.59302 0.82898 3.54966
H 4.47507 2.12855 4.61999
H 5.17737 0.58234 6.24728
H 3.48032 -0.29069 6.48114
H 2.35236 4.58750 3.77221
H 1.17771 5.37604 1.33901
H -2.69345 1.43474 -0.51370
H -2.50017 1.67002 1.38498
H -1.65265 -2.19019 1.10219
H -3.53032 -4.31778 1.42668
H -6.20229 -5.27513 0.87754
H -7.64860 -4.05895 0.80931
H -6.81327 -4.45491 2.46142
H -7.17804 -1.26538 0.59350
H -5.34756 0.89555 0.25963
H -0.45375 -2.63283 -4.32651
H -0.03014 -1.44886 -5.73990
H 3.08985 0.03998 -4.25883
H 4.47041 -1.33633 -4.31330
H 4.37041 0.01781 -5.73489
H 2.84237 -3.01055 -7.34345
H 4.54119 -2.14795 -6.91603
H 3.84749 -3.58145 -5.80673
H 0.72207 3.74786 -5.27249
H 0.67465 4.58260 -3.55066
H -1.54994 3.99157 -5.49797
H -1.17627 5.47264 -4.70444